(1)
Here is a structure of composition C5H10N2O from the Open Molecules 2025 dataset. Energies are from wB97M-V/def2-TZVPD.

The orbital gap comes out at 8.43 eV. The calculation puts the largest force on an atom at 4.38 eV/A. As for the energy relative to the best compared isomer or geometry (same formula, charge and spin): 98.2 kcal per mole. Its HOMO energy is -0.2941 Eh.

XYZ file:
```
18
C5H10N2O (wB97M-V/def2-TZVPD)
C -0.36380 -2.12159 -0.62194
C 2.24983 0.07389 0.27264
N 0.12219 0.89098 -0.75354
C 0.76512 -0.11636 0.05152
C -1.62420 1.38341 0.88468
C -0.32418 1.46888 0.44851
O -2.71618 1.29785 0.09748
N 0.24814 -1.28130 0.38850
H -2.46992 0.94314 -0.77037
H -0.62700 0.48622 -1.30215
H -1.90284 1.71048 1.87910
H 0.37217 2.09264 1.00205
H -1.41644 -2.23557 -0.34053
H -0.30403 -1.82517 -1.67746
H 0.11788 -3.10737 -0.57013
H 2.80741 -0.63926 -0.34065
H 2.49579 -0.10974 1.32136
H 2.57005 1.08889 0.03093
```

(2)
Here is a cluster of 4 separate species, C4H11NP in total from the Open Molecules 2025 dataset. Energies are from wB97M-V/def2-TZVPD.

The orbital gap (alpha / beta) comes out at 6.43 / 6.12 eV. Its charge is +1. The calculation puts the largest force on an atom at 3.66 eV/A. As for the energy relative to the best compared isomer or geometry (same formula, charge and spin): 132.0 kcal per mole. Its HOMO energy (alpha / beta) is -0.4320 / -0.4153 Eh.

XYZ file:
```
17
C4H11NP (wB97M-V/def2-TZVPD)
C 0.66373 0.00286 -3.36017
C 0.01406 0.08469 -2.19501
C -0.67731 -0.25273 3.18666
C -1.19475 -0.55981 1.87207
N -0.45308 -1.06548 0.90498
P 0.58692 0.84544 -0.68418
H 1.50941 0.66375 -3.59766
H 0.32689 -0.59738 -4.21741
H -0.97793 -0.56465 -1.98452
H -1.17737 -0.95705 3.93905
H -1.04512 0.84063 3.45567
H 0.47925 -0.43691 3.30343
H -2.32549 -0.43824 1.71711
H 1.95757 2.07770 -1.55343
H -0.75578 -1.15129 -0.02009
H 0.59647 -1.26179 1.02515
H 2.47253 2.77024 -1.79165
```

(3)
Here is a structure of composition C20H27IrN5O3SSi from the Open Molecules 2025 dataset. Energies are from wB97M-V/def2-TZVPD.

The orbital gap (alpha / beta) comes out at 7.87 / 7.73 eV. Its charge is +2. The calculation puts the largest force on an atom at 0.55 eV/A. The expectation value of S² is 0.7526. As for the energy relative to the best compared isomer or geometry (same formula, charge and spin): 1.0 kcal per mole. Its HOMO energy (alpha / beta) is -0.5410 / -0.5357 Eh. Its spin multiplicity is 2.

XYZ file:
```
58
C20H27IrN5O3SSi (wB97M-V/def2-TZVPD)
Ir -1.02892 -0.13029 -0.83956
C -0.62849 3.21336 0.12938
Si 1.01766 3.49515 -0.69517
C 2.44804 3.36818 0.46899
C 1.03088 4.94708 -1.82422
H -1.14269 4.16384 0.28997
H -0.53833 2.70805 1.09283
H -1.27680 2.61186 -0.52160
H 2.37933 4.16490 1.21448
H 3.40685 3.48218 -0.03933
H 2.45200 2.41812 1.00952
H 1.00572 5.87089 -1.24079
H 0.16453 4.95108 -2.48828
H 1.93169 4.97027 -2.43970
O 1.35442 -2.40372 -1.60252
C 1.73526 -1.27121 -1.77856
N 0.90331 -0.12447 -1.57837
C 1.63988 0.94473 -1.83801
O 1.19322 2.13437 -1.78949
C 3.01258 0.58465 -2.24005
C 4.08492 1.35397 -2.62893
C 5.25735 0.66954 -2.96249
C 5.32467 -0.71603 -2.91098
C 4.22260 -1.48614 -2.52574
C 3.07747 -0.80083 -2.19224
H 4.03126 2.43281 -2.68936
H 6.12779 1.23004 -3.27551
H 6.24730 -1.21011 -3.18401
H 4.26949 -2.56648 -2.50101
O -1.38759 -2.15200 -1.87274
H -1.90648 -2.82465 -1.41639
H -0.46145 -2.48946 -1.91077
C -2.14140 -2.79975 1.53827
N -0.69993 -3.02691 1.51478
C 0.23188 -2.07577 1.56819
S -0.08358 -0.39472 1.24656
N 1.44514 -2.40986 1.98323
C 2.63754 -1.56336 1.99371
H -2.62688 -3.75644 1.70974
H -2.49316 -2.38974 0.59604
H -2.41101 -2.11584 2.34236
H -0.39674 -3.96973 1.71411
H 1.54928 -3.31517 2.42093
H 2.63051 -0.90688 1.12661
H 3.50758 -2.21272 1.94582
H 2.68427 -0.96231 2.90023
N -8.13852 0.93339 0.92773
C -7.03703 0.73906 0.67082
C -5.65763 0.49211 0.35471
C -5.30549 -0.10971 -0.84966
C -3.97092 -0.32873 -1.11200
N -2.99670 0.01863 -0.25139
C -3.34226 0.59010 0.91491
C -4.65440 0.84570 1.25161
H -6.05687 -0.40145 -1.56911
H -3.65182 -0.79438 -2.03669
H -2.53109 0.83283 1.58696
H -4.89135 1.31353 2.19641
```

(4)
Here is the ion C6H8N with charge +1 from the Open Molecules 2025 dataset. Energies are from wB97M-V/def2-TZVPD.

The orbital gap comes out at 8.84 eV. Its charge is +1. As for the SMILES: C=CC(=C)C#C[NH3+]. The calculation puts the largest force on an atom at 3.82 eV/A. As for the energy relative to the best compared isomer or geometry (same formula, charge and spin): 136.6 kcal per mole. Its HOMO energy is -0.4821 Eh.

XYZ file:
```
15
C6H8N (wB97M-V/def2-TZVPD)
C 1.34816 0.03203 -0.06721
C 0.10686 0.61495 -0.46918
C 2.59301 0.46897 -0.41766
C -0.09193 -1.85507 1.07620
C 0.83612 -0.89272 1.06332
C -1.01139 0.87148 -0.72864
N -2.34940 1.09594 -0.80625
H 3.43645 -0.14438 -0.25250
H 2.81782 1.28858 -1.03130
H -0.38375 -2.41766 0.18751
H -0.40773 -2.18300 1.97788
H 1.08931 -0.31355 1.96921
H -2.71869 0.21425 -1.23996
H -2.49388 1.91111 -1.45972
H -2.77095 1.30906 0.19830
```

(5)
Here is the molecule C2H6N4O from the Open Molecules 2025 dataset. Energies are from wB97M-V/def2-TZVPD.

The orbital gap comes out at 8.46 eV. As for the SMILES: N=C=CNNNO. The calculation puts the largest force on an atom at 5.74 eV/A. As for the energy relative to the best compared isomer or geometry (same formula, charge and spin): 161.7 kcal per mole. Its HOMO energy is -0.2789 Eh.

XYZ file:
```
13
C2H6N4O (wB97M-V/def2-TZVPD)
C 0.74825 -0.90831 0.54468
C 0.14448 -1.99709 0.90054
N 0.34787 0.35905 0.71301
N -0.35623 0.97290 -1.46423
N -0.45182 -2.86191 1.43813
N 0.60878 0.97684 -0.47093
O -1.21263 2.12673 -1.59021
H 1.63028 -0.90234 -0.09084
H -0.63657 0.40118 1.08179
H -1.84135 2.06423 -0.81316
H -0.34230 -3.13475 2.39251
H 0.18722 0.98208 -2.42046
H 1.17401 1.92140 -0.22084
```

(6)
Here is a cluster of 8 separate species, C48H41ClN4O31PS in total from the Open Molecules 2025 dataset. Energies are from wB97M-V/def2-TZVPD.

The orbital gap comes out at 7.19 eV. Its charge is +1. The calculation puts the largest force on an atom at 2.23 eV/A. As for the energy relative to the best compared isomer or geometry (same formula, charge and spin): 0.0 kcal per mole. Its HOMO energy is -0.4026 Eh.

XYZ file:
```
127
C48H41ClN4O31PS (wB97M-V/def2-TZVPD)
O 4.32485 1.63080 -1.43500
C 3.98714 1.59931 -2.80492
C 4.26275 2.89518 -3.50739
O 3.34588 3.92021 -3.13568
C 2.40828 4.20263 -4.13363
O 1.22623 4.68796 -3.54537
C 0.78646 3.94671 -2.46346
N -0.66606 3.81629 -2.48909
C -1.62740 4.67089 -2.17162
N -2.82913 4.13867 -2.30640
C -2.61132 2.89215 -2.72440
N -3.61249 2.01519 -2.95769
Cl -5.19561 2.49008 -2.68209
P -3.26970 0.40122 -3.51870
S -4.66257 -0.88354 -3.26356
N -1.28724 2.65776 -2.85293
H 3.64630 2.10299 -0.95216
H 2.95086 1.27014 -2.92878
H 4.60095 0.82589 -3.25142
H 5.26258 3.22348 -3.24960
H 4.26511 2.71624 -4.58021
H 2.19066 3.34221 -4.77210
H 2.78474 5.00210 -4.75794
H 1.20976 2.94993 -2.39200
H 1.02348 4.49000 -1.55865
H -1.36028 5.66107 -1.84812
H -2.03222 0.05526 -2.94140
H -3.02762 0.59247 -4.88823
H -0.81943 1.81420 -3.13164
C -4.08856 0.68619 2.87105
C -3.68576 1.05985 1.65315
C -3.67114 0.10340 0.49390
O -3.29422 0.52811 -0.59432
C -4.08945 -1.25759 0.71073
C -4.49147 -1.64008 1.93309
C -4.52610 -0.68331 3.09192
O -4.91949 -1.10486 4.16507
O -4.87280 -2.87583 2.20149
O -3.27006 2.29595 1.37750
H -4.10227 1.36276 3.71321
H -4.06485 -1.93803 -0.12815
H -5.12129 -2.90370 3.14851
H -3.05190 2.29238 0.43022
C 5.75623 8.03936 -5.09645
C 6.86981 8.52000 -4.52116
C 7.15397 8.32160 -3.05684
O 8.18921 8.76912 -2.61208
C 6.16948 7.60899 -2.25469
C 5.05968 7.13430 -2.83078
C 4.79169 7.31058 -4.30211
O 3.76404 6.83597 -4.76393
O 4.12283 6.47914 -2.14555
O 7.78810 9.19285 -5.18832
H 5.54318 8.17470 -6.14718
H 6.37374 7.48732 -1.20026
H 3.43410 6.23682 -2.78777
H 8.48554 9.42244 -4.54421
C -0.98950 -6.42710 -0.92367
C -1.84428 -5.55712 -0.36982
C -2.26641 -4.30468 -1.08132
O -3.05752 -3.57094 -0.51470
C -1.71333 -4.02822 -2.39196
C -0.85586 -4.89585 -2.94616
C -0.44769 -6.16395 -2.24606
O 0.32223 -6.90791 -2.81970
O -0.30909 -4.70724 -4.13718
O -2.37723 -5.73208 0.83318
H -0.67648 -7.33219 -0.42330
H -2.02117 -3.11652 -2.88556
H 0.26246 -5.48299 -4.29870
H -2.96257 -4.96717 0.99375
C -6.42221 -6.38797 1.95860
C -6.53946 -7.59214 1.38194
C -6.22122 -8.86243 2.12354
O -6.36980 -9.91371 1.53338
C -5.75124 -8.76093 3.49490
C -5.63118 -7.55684 4.06954
C -5.97376 -6.29138 3.33510
O -5.85048 -5.23722 3.93226
O -5.20636 -7.39059 5.31444
O -6.94006 -7.75692 0.13100
H -6.64932 -5.46880 1.43662
H -5.50993 -9.67782 4.01330
H -5.21612 -6.42945 5.48201
H -6.93971 -8.72057 -0.02790
C 6.12679 -5.52995 -0.87646
C 6.26954 -6.24119 -2.00382
C 5.08407 -6.77211 -2.76302
O 5.29379 -7.39034 -3.78707
C 3.75302 -6.51888 -2.23082
C 3.61627 -5.81163 -1.10355
C 4.79782 -5.25951 -0.35866
O 4.57892 -4.61025 0.64706
O 2.43376 -5.54157 -0.55782
O 7.45039 -6.52581 -2.53112
H 6.97080 -5.14174 -0.32447
H 2.90654 -6.91948 -2.77210
H 2.62449 -5.02171 0.24611
H 7.27116 -7.04561 -3.33740
C 1.52075 8.25025 2.35044
C 1.63912 7.63871 1.16497
C 0.44529 7.07187 0.44680
O 0.63462 6.54158 -0.64334
C -0.85263 7.17452 1.07049
C -0.97543 7.78513 2.26142
C 0.21362 8.37609 2.97413
O 0.01686 8.92486 4.03627
O -2.12670 7.91146 2.88427
O 2.80932 7.49595 0.55179
H 2.36988 8.66339 2.87572
H -1.70199 6.75120 0.55265
H -1.94033 8.39061 3.71653
H 2.64606 7.03074 -0.28797
C -1.17090 -3.40343 7.34388
C 0.02436 -2.90645 7.69065
C 0.46636 -1.53412 7.26487
O 1.55832 -1.14678 7.63206
C -0.43134 -0.74769 6.43499
C -1.62619 -1.24359 6.08686
C -2.07760 -2.60909 6.53240
O -3.17927 -2.98644 6.18389
O -2.48957 -0.57713 5.33048
O 0.89803 -3.57740 8.42627
H -1.49813 -4.38826 7.64519
H -0.09680 0.23144 6.12283
H -3.29464 -1.14046 5.23294
H 1.67172 -2.99236 8.53227
```

- Look up the largest force on an atom of the fifth one.
  5.74 eV/A

Repeat the fourth record exactly.
Here is the ion C6H8N with charge +1 from the Open Molecules 2025 dataset. Energies are from wB97M-V/def2-TZVPD.

The orbital gap comes out at 8.84 eV. Its charge is +1. As for the SMILES: C=CC(=C)C#C[NH3+]. The calculation puts the largest force on an atom at 3.82 eV/A. As for the energy relative to the best compared isomer or geometry (same formula, charge and spin): 136.6 kcal per mole. Its HOMO energy is -0.4821 Eh.

XYZ file:
```
15
C6H8N (wB97M-V/def2-TZVPD)
C 1.34816 0.03203 -0.06721
C 0.10686 0.61495 -0.46918
C 2.59301 0.46897 -0.41766
C -0.09193 -1.85507 1.07620
C 0.83612 -0.89272 1.06332
C -1.01139 0.87148 -0.72864
N -2.34940 1.09594 -0.80625
H 3.43645 -0.14438 -0.25250
H 2.81782 1.28858 -1.03130
H -0.38375 -2.41766 0.18751
H -0.40773 -2.18300 1.97788
H 1.08931 -0.31355 1.96921
H -2.71869 0.21425 -1.23996
H -2.49388 1.91111 -1.45972
H -2.77095 1.30906 0.19830
```

- Number 2 is which compound?
  C4H11NP